Record 1
150
Properties=species:S:1:pos:R:3 method="wB97M-V/def2-TZVPD" lumo_ev=-1.42 multiplicity=1 gap_ev=6.82 e_homo_ev=-8.24
Br -3.7693 1.0938 -3.2955
P 3.7276 0.0844 1.9562
O -9.0447 -3.3561 0.8644
O -6.9384 -0.8228 1.5317
O 0.1086 2.2766 -5.4841
O 0.1527 4.5069 8.3208
O 1.4954 0.6845 -10.4214
O 2.7970 -7.6598 1.8202
O 0.9291 3.9703 4.7417
O -6.7587 1.4676 3.6236
O 0.8677 5.7096 -4.6645
O 4.7368 4.3386 2.6163
O -1.5921 6.7016 0.4016
O 3.6708 1.5667 2.8686
O 6.0084 -8.9378 2.4827
O 2.3518 4.3357 -9.3410
O 0.8823 7.3091 9.5485
O -2.7021 -3.6109 -8.0472
O 5.2825 -4.9484 3.1649
O -0.2994 -1.1575 -8.7423
O 3.2388 2.9635 7.2897
O -2.8947 2.6328 -6.2996
O -1.1185 -2.2898 -5.3870
O -4.1574 -4.0874 2.5632
O 1.1571 -1.5603 -5.2324
O -0.1418 4.2984 -7.0738
O 2.7107 -3.4924 3.5459
O 4.8368 2.9408 -0.0032
O 3.5568 -0.0148 5.8848
O -3.5825 2.2403 6.0193
N 0.8948 -1.2863 -1.0012
N 2.7541 -3.8184 -1.9065
N 1.0306 -4.1784 -0.1106
N 1.4787 1.3546 0.7002
N 3.3271 -4.8734 0.1637
N 5.1327 0.0680 0.8785
C 2.4406 -3.8140 -0.4541
C -3.5120 -0.7577 2.8067
C 2.9506 -2.4191 0.1536
C -2.5776 -1.5837 3.8323
C -0.1958 -2.1220 2.9178
C -1.4869 -1.1589 -4.5379
C -2.1398 1.0707 -2.1434
C -1.6554 2.4710 2.3599
C -1.4491 -1.4783 -2.9540
C 0.2891 -2.4329 -5.5007
C 1.3146 -4.6863 -4.7784
C -1.8653 2.3742 -1.3157
C -1.4751 3.8754 1.5433
C 0.3845 1.1611 -0.2266
C -0.3306 3.7682 0.3988
C 0.0698 -0.1044 -1.0701
C -0.6176 2.3973 -0.4073
C 0.8105 -3.8512 -6.0913
C 2.2243 0.1271 0.7458
C -3.0133 1.6999 1.9438
C 1.9701 -1.1787 -0.0678
C -1.6914 -2.7255 3.0956
C -3.5642 0.8110 3.1821
C -1.1747 -0.1674 -2.0549
H -0.9301 -0.1829 -4.8197
H 1.7334 4.2507 -8.6011
H 3.6252 2.2076 6.8290
H -2.5051 4.0703 1.0489
H -3.4479 2.9256 -7.0345
H 0.2737 6.3383 -4.2364
H 1.1103 4.5901 8.4240
H -4.7191 -3.8374 3.3077
H 1.4877 3.4023 4.1943
H -7.3093 1.7634 2.8865
H -4.6308 1.1223 3.5110
H -4.1819 2.8641 6.4482
H -2.1344 -3.0711 2.0987
H -2.5975 -0.9413 -4.7889
H 5.8424 0.7714 1.1324
H 2.2651 -4.1289 -4.4268
H -0.4241 5.2094 -7.2233
H 3.3921 0.2480 4.9674
H 1.7980 4.6266 -10.0758
H -3.4683 -3.0864 -7.7850
H 3.7270 -7.9220 1.7828
H -6.5009 -0.2632 0.8775
H 0.4817 -4.3427 -0.9678
H -3.1811 -2.0348 4.7061
H -1.1951 4.7515 2.2218
H 0.7392 3.8085 0.7976
H 1.7355 5.9194 -4.2971
H 2.4733 3.1988 6.7484
H 4.0038 -2.2191 -0.2667
H 0.4005 6.5271 9.2441
H 5.7207 -8.3224 3.1702
H -0.6502 -2.2728 -2.7664
H 4.1564 2.3740 0.3816
H 3.7757 4.3675 2.5142
H -2.7181 2.4515 6.3948
H 4.5147 -4.4184 3.4267
H -0.2107 -1.2331 2.1847
H 4.4944 2.0952 2.6419
H 1.7021 -3.6960 -6.7911
H 1.3510 1.5377 -9.9918
H -4.5102 -3.5769 1.8232
H 0.8073 0.1133 -10.0512
H 6.4293 -8.3711 1.8235
H -2.5082 -1.8540 -2.6786
H 0.1913 -1.7921 3.9581
H 2.0284 -4.0583 3.9307
H 4.5141 0.0653 5.9836
H 5.0476 5.1059 2.1183
H -1.8072 -0.8475 4.2909
H -1.6212 -3.6354 3.7959
H -1.9600 -2.9958 -7.9695
H 0.5352 -4.5472 -3.9467
H 2.9962 -5.8166 -0.0833
H -3.5124 2.5421 -5.5619
H -1.1597 7.2618 -0.2552
H 0.5329 -2.9286 2.5545
H -0.5868 -0.2424 -8.8568
H -1.8807 7.3215 1.0835
H 1.5610 -5.7746 -5.0162
H -0.0046 4.7621 7.4022
H 1.8087 7.0406 9.5175
H 2.3127 -3.0326 -2.4034
H -0.7321 1.7937 2.2686
H 4.6878 3.7973 0.4158
H 2.3207 -8.4442 1.5212
H -2.8622 1.0361 4.0737
H -1.7267 2.7665 3.4741
H -0.6532 2.5111 -6.0340
H -0.4277 4.6127 -0.3896
H 0.2670 -1.1278 -7.9585
H -3.8348 2.4752 1.6724
H -3.0897 -0.9310 1.7471
H 4.7898 0.2569 -0.0828
H 0.5875 -3.4879 0.5109
H 2.5450 -4.7294 -2.3350
H -7.3811 1.3740 4.3570
H 0.4240 4.3539 -6.2895
H -4.5749 -1.1809 2.8227
H 0.0329 3.6535 4.5680
H 2.5640 -2.6325 3.9626
H 6.0231 -4.3331 3.2249
H -2.8510 1.0776 0.9883
H 3.0398 -2.5728 1.2993
H -2.5593 3.2882 -1.4019
H -8.3024 -2.7394 0.9322
H -9.8126 -2.8241 1.1054
H 0.4958 1.5147 -5.9333
H -0.0737 -4.3930 -6.6096
H -7.2272 -0.2020 2.2150
H 3.2834 -4.8265 1.1938


Record 2
51
Properties=species:S:1:pos:R:3 method="wB97M-V/def2-TZVPD" relative_energy_ev=7.468 lumo_ev="-3.11 / -3.80" multiplicity=1 gap_ev="4.45 / 3.55" e_homo_ev="-7.57 / -7.35"
Pd 0.4169 -0.2965 0.0729
Se -0.7175 -1.3951 -1.6731
F -1.2923 1.7043 -2.3792
F 0.8365 -6.9978 0.0254
F 1.5037 -4.8685 1.5972
F -0.3436 5.8830 -1.0388
F -1.2608 -4.0896 -3.0015
F 1.2722 5.7665 0.9269
F 2.0097 3.5059 2.0349
F -2.0480 4.2813 -1.7954
F 0.7846 -2.3849 0.9079
F -0.5653 -6.5832 -2.2624
O 8.1044 0.6652 -0.4148
O 7.8736 -1.3068 0.5462
N 1.8450 0.9889 0.8659
N -2.3312 0.7541 0.5995
C 3.6598 -0.5902 0.8114
C 0.4355 -3.4171 0.0740
C 5.9192 0.1143 0.3265
C 0.8136 4.6127 0.4299
C -0.0582 1.5984 -0.2188
C -0.2606 -3.1468 -1.0880
C 0.4802 -5.7624 -0.3275
C -0.5867 -4.2600 -1.8613
C -4.1814 2.3209 0.4292
C 7.3725 -0.1280 0.1113
C -1.2186 3.6953 -0.8898
C 5.4563 1.4169 0.1830
C -0.9794 2.1979 -1.1758
C -3.5780 1.0002 0.6597
C -1.5033 1.8436 0.2304
C 4.9946 -0.8842 0.6419
C 0.8180 -4.6843 0.4664
C 4.1227 1.7251 0.3595
C -3.4220 3.4094 0.3590
C 1.3373 3.4250 0.9415
C 3.1813 0.7249 0.6748
C 1.3171 2.1452 0.2057
C -0.1250 4.6861 -0.5752
C -1.9356 3.2907 0.4623
C -0.2325 -5.5438 -1.4967
H 6.1744 2.1877 -0.0645
H 5.2985 -1.9224 0.7241
H -1.5545 3.8195 1.3412
H -5.2601 2.3951 0.3890
H 2.9610 -1.3807 1.0512
H 1.8772 2.3814 -0.7204
H -3.8515 4.3997 0.2715
H 7.2069 -1.8118 1.0245
H -4.2331 0.1715 0.9127
H 3.8110 2.7594 0.2752


Record 3
51
Properties=species:S:1:pos:R:3 method="wB97M-V/def2-TZVPD" relative_energy_ev=0.659 charge=+2 lumo_ev="-5.79 / -9.36" multiplicity=5 gap_ev="7.92 / 4.46" e_homo_ev="-13.71 / -13.82"
Pd 0.3954 0.4211 0.8284
Br 1.0369 0.8722 -4.3006
Br -0.6437 -4.4472 -4.6469
Cl 6.8702 -0.1836 2.0837
Cl 1.6582 -1.1865 3.0173
Cl 3.1224 1.9740 -1.0334
Cl 4.6588 -1.5935 3.7236
Cl 6.0978 1.5959 -0.3547
O 0.6613 0.3209 -1.3446
N -0.2934 2.4849 0.4497
N -1.6445 0.2915 1.6672
N -0.1493 -1.9005 -0.0454
N -2.4362 1.6337 -0.0999
C -0.3876 -3.0616 -2.1516
C 4.8985 0.8445 0.5939
C -0.2549 -2.9802 -3.5822
C -3.1813 -0.9646 3.0111
C 5.2533 0.0524 1.6691
C -0.0618 -1.9307 -1.3874
C -1.9197 -0.5194 2.7130
C 3.5332 1.0226 0.2943
C 2.8881 -0.3842 2.0969
C -0.8256 -4.2060 -1.4618
C -4.2330 -0.5669 2.1799
C -2.6618 0.7223 0.9223
C 0.1664 -1.8087 -4.1950
C -0.9233 -4.1619 -0.0924
C 4.2231 -0.5966 2.4475
C -1.7295 3.7341 -0.9935
C -0.5761 -2.9848 0.5760
C 2.4714 0.4188 1.0542
C 0.5765 3.5118 0.4154
C 0.3781 -0.6880 -2.0273
C -1.4501 2.6136 -0.1981
C -0.8160 4.7592 -1.0430
C 0.4772 -0.6807 -3.4542
C 0.3597 4.6638 -0.2968
C -3.9785 0.2836 1.1342
H -1.0840 -5.1022 -2.0083
H -3.2664 1.8566 -0.6256
H -1.0217 5.6371 -1.6398
H 1.4740 3.3703 1.0024
H -0.6427 -2.9240 1.6554
H -1.0729 -0.8007 3.3228
H -1.2577 -5.0212 0.4703
H -3.3450 -1.6021 3.8666
H 1.0860 5.4616 -0.2731
H -5.2429 -0.9041 2.3692
H -2.6648 3.7918 -1.5327
H -4.7747 0.6419 0.4965
H 0.2527 -1.7802 -5.2725


Record 4
48
Properties=species:S:1:pos:R:3 method="wB97M-V/def2-TZVPD" relative_energy_ev=0.000 charge=+3 lumo_ev=-11.00 multiplicity=1 gap_ev=6.29 e_homo_ev=-17.30
Ta -0.1951 -0.7094 -0.8896
Cl 5.8955 -2.7612 1.6689
Cl 3.3274 -3.5011 -2.9805
Cl -6.4765 -1.9325 2.7785
O 1.1479 -1.7904 -1.6174
O -1.6853 -1.7421 -0.5793
N 1.2249 -0.7874 0.6771
N -1.2747 0.7296 0.2750
N -0.0677 1.0587 -2.0385
C 3.4487 -1.7079 1.1742
C 0.4255 1.1791 -3.2869
C -0.4589 4.4129 0.3963
C 4.5425 -2.4869 0.6719
C -5.0761 -1.8656 1.8074
C -0.7970 2.0595 0.0178
C 2.2267 -0.4327 2.8218
C -4.7094 -2.9723 1.0345
C 0.2007 3.4564 -1.7203
C -2.4251 0.5439 0.8928
C -3.1433 -0.6742 0.9797
C 2.3598 -1.5075 0.3098
C 1.1907 -0.2724 1.9303
C 4.4980 -3.0177 -0.5899
C -0.2120 2.1963 -1.2559
C 2.3334 -2.0602 -0.9638
C 3.3606 -1.1488 2.4521
C 0.0642 4.5717 -0.8581
C -4.3090 -0.7183 1.7699
C 0.7003 3.5357 -3.0372
C 3.3782 -2.8171 -1.4309
C -0.9017 3.1504 0.8413
C 0.7935 2.4033 -3.8200
C -3.5776 -2.9491 0.2262
C -2.8085 -1.8135 0.2161
H 1.1658 2.4471 -4.8337
H 0.5312 0.2675 -3.8637
H 2.1425 -0.0011 3.8087
H -1.3302 3.0604 1.8327
H 5.3234 -3.6113 -0.9599
H 0.3027 0.2782 2.2050
H -2.8983 1.4197 1.3335
H -5.3285 -3.8601 1.0618
H 0.3767 5.5482 -1.2054
H 1.0067 4.4976 -3.4322
H -3.3116 -3.8019 -0.3834
H 4.1757 -1.2824 3.1531
H -0.5526 5.2636 1.0572
H -4.6039 0.1451 2.3531


Record 5
54
Properties=species:S:1:pos:R:3 method="wB97M-V/def2-TZVPD" relative_energy_ev=1.952 lumo_ev="0.00 / -2.26" multiplicity=2 gap_ev="8.01 / 5.78" e_homo_ev="-8.01 / -8.05"
Fe 2.2065 0.3106 1.6447
Cl 5.6400 -3.3203 -0.6442
Cl 4.0590 -5.9572 -1.2749
Cl 4.1048 -0.8388 0.5132
Cl -0.4725 -3.5892 0.5067
Cl 1.0006 -6.0782 -0.6648
S -0.0618 0.3294 3.0648
P -0.4354 0.7923 -0.0755
O 1.1067 -0.4961 3.3874
O 1.2739 -1.2507 0.8205
O 3.1238 1.8682 2.4830
O -0.7486 0.9208 4.1689
O 2.5955 1.8477 0.3672
O 0.4323 1.2748 1.9986
C -0.5302 0.8042 -4.1518
C -2.1747 -1.3822 2.8863
C -1.5429 -0.2913 0.8328
C 2.9703 2.4871 1.3989
C -1.3241 -0.5529 2.1783
C -0.3343 -0.5392 -4.4429
C 3.2733 -2.3149 0.1458
C -0.4316 0.3111 -1.7997
C 1.8838 -2.2958 0.3811
C -1.5292 5.1919 0.3626
C -0.8915 2.5126 0.0837
C -2.3920 4.2224 0.8531
C 3.2454 -4.5846 -0.6295
C -3.4755 -1.7244 0.8912
C 1.8751 -4.6255 -0.3644
C -0.5759 1.2359 -2.8368
C -2.6281 -0.8812 0.1884
C -2.0731 2.8799 0.7238
C 3.9479 -3.4139 -0.3578
C -3.2440 -1.9806 2.2356
C -0.0098 3.4867 -0.3827
C -0.2327 -1.0404 -2.0984
C -0.1921 -1.4625 -3.4144
C 1.2110 -3.5165 0.1415
C -0.3380 4.8248 -0.2493
H -2.7387 2.1244 1.1212
H 0.9387 3.1956 -0.8191
H -2.8071 -0.6882 -0.8617
H 3.1384 3.5699 1.3487
H -4.3169 -2.1790 0.3860
H -2.0033 -1.5473 3.9415
H -1.7788 6.2390 0.4711
H -3.9039 -2.6392 2.7840
H -0.1375 -1.7581 -1.2956
H -0.0457 -2.5117 -3.6340
H 0.3440 5.5827 -0.6105
H -0.2942 -0.8670 -5.4733
H -0.7413 2.2833 -2.6228
H -3.3114 4.5097 1.3449
H -0.6543 1.5219 -4.9518


Record 6
57
Properties=species:S:1:pos:R:3 method="wB97M-V/def2-TZVPD" relative_energy_ev=0.000 charge=+1 lumo_ev="-3.12 / -5.47" multiplicity=5 gap_ev="7.64 / 5.42" e_homo_ev="-10.76 / -10.89"
Ru 0.5241 0.1733 -0.0453
Br 1.5752 4.6002 -2.2299
Br 5.3733 4.9014 1.9400
S -3.1189 0.0776 -3.0952
S -2.0841 2.1648 -1.2976
S -0.3259 -1.3851 1.4513
F -0.7680 -2.0103 4.5179
F -2.6668 -1.3550 5.3179
F -2.5895 -2.3497 3.4010
O 1.0249 1.8539 -0.9388
O 2.2200 -4.1072 -1.6589
O 1.0964 -1.8029 -1.2901
N -0.9702 -0.2320 -1.5508
N -0.9904 -1.3788 -2.1967
N 2.1077 0.7855 1.1968
N -0.9087 1.1360 1.6908
C 3.6091 2.6682 1.5286
C -1.9544 -1.4732 4.1913
C -1.0485 -3.9043 -3.3427
C -1.7778 -0.1389 3.5107
C 1.1381 -4.4026 -2.3781
C -2.0816 2.2355 3.4446
C -1.3899 2.2458 2.2507
C -2.2811 1.0175 4.0793
C -1.9595 0.5834 -1.9306
C 2.5847 2.0159 0.8259
C 0.1121 -2.1925 -1.9560
C -3.7700 2.4177 -1.9182
C 4.1528 1.9923 2.6428
C 2.6401 0.1792 2.2387
C 1.0753 -5.6708 -2.9555
C 4.0065 3.9460 1.0564
C -1.0926 -5.1518 -3.9024
C 0.0621 -3.4980 -2.5664
C -1.0794 -0.0381 2.3063
C -3.8736 1.7208 -3.2559
C 2.3856 3.8149 -0.7270
C 3.6739 0.7585 2.9860
C -0.0204 -6.0332 -3.7018
C 1.9677 2.5742 -0.3233
C 3.4069 4.5001 -0.0370
H -1.2096 3.1696 1.7134
H -3.9221 3.4924 -2.0073
H -1.9442 -5.4545 -4.4946
H 3.7159 5.4751 -0.3865
H 2.2322 -0.7877 2.4996
H -4.4688 2.0095 -1.1890
H -1.8615 -3.2090 -3.4886
H -0.0520 -7.0206 -4.1443
H -2.8202 0.9652 5.0151
H 4.9466 2.4562 3.2122
H -3.3420 2.2600 -4.0390
H -2.4524 3.1562 3.8711
H 4.0747 0.2164 3.8302
H 2.1232 -3.1979 -1.3160
H 1.9049 -6.3462 -2.7989
H -4.9101 1.5771 -3.5563


Record 7
53
Properties=species:S:1:pos:R:3 method="wB97M-V/def2-TZVPD" relative_energy_ev=0.000 charge=+2 lumo_ev="-6.98 / -8.90" multiplicity=1 gap_ev="7.58 / 5.14" e_homo_ev="-14.56 / -14.04"
Sn 1.0110 -2.1687 -1.3050
Cl 5.3876 -5.2338 3.6884
S -2.6783 5.3263 -3.7732
O -2.1082 6.3935 -2.6330
O -3.7720 6.0359 -4.3619
O -1.5609 4.8508 -4.5450
O 2.9248 -1.6621 -0.0750
N -1.3256 -2.2695 -1.1179
N 0.6576 0.0267 -0.9928
N -0.6840 6.8636 -0.9535
N 0.4385 -2.4791 0.9226
N -1.0050 4.6287 -1.6672
C -3.2116 -2.0467 0.3767
C 0.7229 2.0530 0.2500
C -0.1268 2.0453 -1.9870
C -0.1008 4.2110 -0.7806
C -4.0659 -2.0294 -0.7507
C -3.6759 -1.9271 1.7084
C 0.1958 6.4350 -0.0634
C -1.8334 -2.1944 0.1430
C 0.9537 0.6995 0.1266
C 3.4455 -2.4318 0.7676
C -2.1484 -2.2508 -2.1475
C 5.4705 -3.3973 1.7304
C -2.7904 -1.9457 2.7475
C -1.4112 -2.1167 2.5129
C 0.1302 0.6958 -2.0326
C -1.2204 5.9270 -1.7158
C -0.9352 -2.2757 1.2369
C 4.6635 -4.1697 2.5995
C 0.5473 5.0914 0.0622
C 4.8820 -2.5468 0.8505
C -3.5396 -2.1449 -2.0070
C 3.2593 -4.0546 2.5812
C 2.6365 -3.2194 1.6872
C 0.1728 2.7504 -0.8209
C 1.1931 -3.0774 1.7757
H 0.7357 -3.5074 2.6670
H 1.3033 4.7815 0.7680
H 5.4626 -1.9416 0.1672
H 2.6828 -4.6373 3.2893
H -1.7004 -2.3221 -3.1332
H 0.6492 7.1915 0.5659
H -0.7317 -2.1010 3.3558
H -4.7366 -1.8092 1.8881
H -0.5463 2.5618 -2.8397
H 6.5460 -3.4987 1.7803
H -0.0766 0.1225 -2.9299
H -4.1659 -2.1479 -2.8871
H -3.1401 -1.8286 3.7636
H -5.1342 -1.9285 -0.6050
H 1.3901 0.1244 0.9320
H 0.9634 2.5482 1.1801